Entry 1:
{"formula": "C33H32Br2F4NiO6P2", "method": "the ωB97M-V functional and the def2-TZVPD basis", "homo_lumo_gap_ev": [8.3432, 8.3426], "e_homo_ev": [-8.8324, -8.8324], "lumo_energy_ev": [-0.49, -0.49], "charge": 0, "species": ["Ni", "F", "C", "C", "F", "C", "F", "C", "P", "C", "C", "C", "C", "C", "C", "C", "C", "C", "C", "C", "C", "C", "Br", "C", "F", "H", "H", "H", "H", "H", "H", "H", "H", "H", "H", "C", "C", "C", "C", "O", "P", "O", "O", "O", "C", "C", "C", "C", "H", "H", "H", "H", "H", "H", "H", "H", "H", "H", "H", "H", "H", "H", "H", "H", "H", "H", "Br", "C", "C", "C", "C", "C", "C", "C", "O", "O", "H", "H", "H", "H"], "positions_angstrom": [[-0.504, 0.173, 0.977], [-4.008, -1.385, -5.021], [-3.543, -1.411, -3.780], [-3.800, -2.497, -2.967], [-4.515, -3.518, -3.425], [-3.309, -2.501, -1.673], [-3.593, -3.569, -0.921], [-2.555, -1.458, -1.158], [-1.974, -1.484, 0.578], [-1.190, -3.089, 0.827], [-1.016, -3.525, 2.138], [-0.303, -4.687, 2.387], [0.250, -5.403, 1.335], [0.099, -4.954, 0.030], [-0.616, -3.796, -0.225], [-3.493, -1.456, 1.562], [-4.206, -2.604, 1.900], [-5.375, -2.498, 2.636], [-5.837, -1.251, 3.034], [-5.124, -0.106, 2.708], [-3.949, -0.209, 1.981], [-2.310, -0.367, -2.001], [-1.326, 1.161, -1.482], [-2.801, -0.349, -3.293], [-2.580, 0.680, -4.101], [-1.420, -2.948, 2.962], [-0.167, -5.024, 3.406], [0.816, -6.303, 1.532], [0.555, -5.494, -0.788], [-0.711, -3.438, -1.243], [-3.843, -3.577, 1.595], [-5.925, -3.391, 2.900], [-6.750, -1.172, 3.609], [-5.472, 0.865, 3.034], [-3.370, 0.681, 1.763], [1.026, 4.286, 3.621], [-0.456, 3.968, 3.738], [-1.220, 4.432, 2.508], [-1.042, 4.563, 5.005], [-0.673, 2.529, 3.885], [0.086, 1.390, 3.092], [-0.859, 0.202, 2.991], [0.452, 1.791, 1.672], [1.418, 1.113, 3.864], [1.646, 0.388, 5.112], [2.873, -0.462, 4.834], [0.459, -0.484, 5.483], [1.910, 1.435, 6.181], [1.155, 5.369, 3.586], [1.451, 3.859, 2.712], [1.572, 3.900, 4.479], [-1.114, 5.512, 2.391], [-2.279, 4.197, 2.614], [-0.831, 3.943, 1.617], [-1.004, 5.652, 4.959], [-0.481, 4.232, 5.878], [-2.081, 4.254, 5.120], [2.670, -1.133, 4.001], [3.135, -1.043, 5.720], [3.718, 0.174, 4.569], [0.275, -1.233, 4.714], [-0.448, 0.108, 5.617], [0.683, -0.984, 6.427], [2.731, 2.085, 5.879], [2.180, 0.950, 7.121], [1.020, 2.043, 6.350], [3.341, -3.130, -4.180], [3.385, -3.133, -2.282], [4.241, -4.003, -1.627], [4.268, -3.997, -0.238], [3.449, -3.137, 0.475], [2.590, -2.278, -0.197], [2.558, -2.269, -1.585], [1.675, -1.386, 0.599], [1.771, -1.326, 1.818], [0.807, -0.738, -0.106], [4.877, -4.668, -2.194], [4.935, -4.671, 0.283], [3.453, -3.115, 1.556], [1.885, -1.599, -2.101]]}

---

Entry 2:
{"formula": "C33H32F2N2O4S", "method": "the ωB97M-V functional and the def2-TZVPD basis", "homo_lumo_gap_ev": 8.6224, "e_homo_ev": -8.2432, "lumo_energy_ev": 0.38, "charge": 0, "smiles": "CC(=O)OCCCCCCc1cc2c(cc1OC#N)N(O)c1ccccc1S2.Fc1ccccc1.Fc1ccccc1", "species": ["C", "C", "O", "O", "C", "C", "C", "C", "C", "C", "C", "C", "C", "C", "C", "C", "O", "C", "N", "N", "O", "C", "C", "C", "C", "C", "C", "S", "H", "H", "H", "H", "H", "H", "H", "H", "H", "H", "H", "H", "H", "H", "H", "H", "H", "H", "H", "H", "H", "H", "F", "C", "C", "C", "C", "C", "C", "H", "H", "H", "H", "H", "F", "C", "C", "C", "C", "C", "C", "H", "H", "H", "H", "H"], "positions_angstrom": [[-0.393, 3.426, -1.172], [-0.218, 4.801, -0.446], [-0.393, 5.808, -1.091], [0.174, 4.964, 0.881], [-0.512, 4.069, 1.778], [-0.151, 4.431, 3.256], [-0.526, 3.342, 4.335], [-1.667, 2.331, 3.932], [-1.508, 1.050, 4.896], [-1.730, -0.313, 4.129], [-0.710, -0.582, 2.983], [0.514, 0.231, 2.850], [1.468, 0.019, 1.776], [1.325, -1.046, 0.751], [0.101, -1.858, 0.880], [-0.884, -1.617, 1.951], [-2.046, -2.449, 1.941], [-2.950, -1.832, 1.128], [-3.584, -1.293, 0.336], [2.310, -1.268, -0.299], [2.078, -2.559, -0.776], [3.678, -1.260, 0.225], [4.661, -2.297, -0.159], [6.036, -2.284, 0.384], [6.503, -1.242, 1.293], [5.555, -0.194, 1.664], [4.197, -0.219, 1.144], [2.971, 1.056, 1.629], [-0.856, 2.621, -0.545], [0.629, 3.118, -1.535], [-0.994, 3.631, -2.087], [-0.283, 2.997, 1.499], [-1.633, 4.175, 1.659], [0.976, 4.547, 3.287], [-0.552, 5.457, 3.481], [0.424, 2.847, 4.690], [-0.906, 3.902, 5.242], [-2.662, 2.769, 4.200], [-1.601, 1.921, 2.895], [-0.479, 1.030, 5.362], [-2.266, 1.087, 5.724], [-2.787, -0.390, 3.757], [-1.605, -1.141, 4.891], [0.733, 1.035, 3.583], [-0.117, -2.684, 0.154], [2.045, -2.490, -1.750], [4.390, -3.127, -0.851], [6.716, -3.106, 0.074], [7.521, -1.195, 1.743], [5.800, 0.635, 2.378], [0.241, -4.289, -2.932], [-0.207, -5.359, -2.246], [0.440, -5.736, -1.084], [-0.022, -6.836, -0.373], [-1.120, -7.551, -0.838], [-1.759, -7.163, -2.011], [-1.304, -6.057, -2.717], [1.300, -5.171, -0.742], [0.474, -7.136, 0.543], [-1.478, -8.411, -0.285], [-2.612, -7.723, -2.375], [-1.794, -5.735, -3.627], [-1.190, 2.291, -3.492], [-1.801, 2.658, -4.635], [-1.047, 2.825, -5.782], [-1.678, 3.199, -6.962], [-3.052, 3.411, -6.976], [-3.797, 3.244, -5.815], [-3.169, 2.860, -4.637], [0.023, 2.663, -5.749], [-1.100, 3.325, -7.868], [-3.543, 3.707, -7.896], [-4.867, 3.413, -5.826], [-3.734, 2.716, -3.724]]}

---

Entry 3:
{"formula": "C33H32F4N5O2Ti", "method": "the ωB97M-V functional and the def2-TZVPD basis", "homo_lumo_gap_ev": [5.4947, 7.9648], "s_squared": 2.029, "e_homo_ev": [-2.8430, -5.3145], "lumo_energy_ev": [2.65, 2.65], "multiplicity": 3, "e_above_lowest_kcal_mol": 13.3, "charge": -1, "species": ["Ti", "C", "C", "C", "C", "C", "C", "C", "C", "N", "C", "O", "C", "C", "C", "C", "C", "N", "C", "O", "N", "C", "C", "C", "C", "C", "C", "C", "C", "H", "H", "H", "H", "H", "H", "H", "H", "H", "H", "H", "H", "H", "H", "H", "H", "H", "H", "H", "H", "H", "C", "N", "C", "C", "C", "N", "C", "C", "F", "C", "F", "C", "C", "F", "C", "F", "H", "H", "H", "H", "H", "H", "H", "H", "H", "H", "H"], "positions_angstrom": [[0.295, 0.080, 0.223], [1.043, -3.885, -1.093], [-0.215, -3.921, -0.282], [-1.167, -4.910, -0.504], [-2.339, -4.955, 0.231], [-2.566, -3.998, 1.208], [-1.638, -2.995, 1.454], [-1.885, -1.993, 2.548], [-0.456, -2.953, 0.702], [0.452, -1.888, 0.927], [1.616, -2.188, 1.578], [1.995, -3.301, 1.938], [2.389, -0.944, 1.901], [3.502, -0.875, 2.691], [4.047, 0.389, 3.015], [3.364, 1.542, 2.617], [2.238, 1.430, 1.830], [1.810, 0.195, 1.402], [1.219, 2.488, 1.587], [1.366, 3.664, 1.921], [0.091, 1.945, 1.013], [-1.123, 2.645, 1.235], [-1.819, 2.397, 2.423], [-1.218, 1.539, 3.501], [-3.053, 3.006, 2.625], [-3.588, 3.862, 1.678], [-2.873, 4.132, 0.522], [-1.640, 3.536, 0.288], [-0.859, 3.856, -0.951], [1.882, -4.265, -0.508], [1.286, -2.857, -1.366], [0.938, -4.478, -2.003], [-0.982, -5.649, -1.275], [-3.074, -5.727, 0.042], [-3.479, -4.024, 1.792], [-2.870, -2.144, 2.989], [-1.844, -0.961, 2.190], [-1.133, -2.082, 3.336], [3.921, -1.796, 3.074], [4.926, 0.462, 3.639], [3.667, 2.528, 2.944], [-0.640, 0.699, 3.099], [-1.992, 1.144, 4.161], [-0.523, 2.129, 4.106], [-3.597, 2.801, 3.541], [-4.553, 4.324, 1.843], [-3.273, 4.818, -0.216], [0.172, 4.106, -0.693], [-0.834, 3.000, -1.626], [-1.306, 4.699, -1.479], [2.753, -1.018, -2.765], [2.737, -0.273, -1.516], [4.003, -0.456, -0.822], [2.509, 1.145, -1.761], [1.198, 1.384, -2.486], [0.112, 0.711, -1.791], [-1.053, 0.527, -2.455], [-2.095, -0.141, -1.775], [-1.817, -0.515, -0.478], [-3.327, -0.434, -2.295], [-4.217, -1.093, -1.533], [-3.657, -0.052, -3.586], [-2.683, 0.639, -4.278], [-2.947, 1.061, -5.534], [-1.437, 0.939, -3.754], [-0.611, 1.674, -4.542], [3.415, -0.543, -3.510], [1.750, -1.093, -3.185], [3.122, -2.026, -2.581], [4.854, -0.170, -1.463], [4.118, -1.499, -0.529], [4.029, 0.158, 0.077], [3.325, 1.568, -2.378], [2.529, 1.665, -0.797], [1.296, 1.030, -3.516], [1.032, 2.467, -2.541], [-4.616, -0.278, -4.023]]}

---

Entry 4:
{"formula": "C33H32F6N2O7PSScTe", "method": "the ωB97M-V functional and the def2-TZVPD basis", "homo_lumo_gap_ev": 6.5173, "e_homo_ev": -3.0321, "lumo_energy_ev": 3.49, "e_above_lowest_kcal_mol": 158.4, "charge": -2, "species": ["Sc", "C", "C", "C", "C", "C", "C", "P", "C", "C", "C", "C", "C", "C", "C", "C", "C", "C", "C", "C", "C", "C", "C", "C", "H", "H", "H", "H", "H", "H", "H", "H", "H", "H", "H", "H", "H", "H", "H", "H", "F", "Te", "F", "F", "F", "F", "O", "N", "C", "C", "C", "C", "C", "C", "S", "O", "O", "O", "H", "H", "H", "H", "H", "H", "C", "N", "C", "C", "O", "H", "H", "H", "H", "H", "H", "H", "C", "O", "C", "O", "H", "H", "H", "F"], "positions_angstrom": [[0.297, -0.325, -1.555], [-5.531, -2.163, 2.279], [-4.215, -2.230, 2.714], [-3.214, -1.589, 2.000], [-3.522, -0.858, 0.856], [-4.843, -0.807, 0.417], [-5.844, -1.456, 1.126], [-2.152, -0.050, -0.034], [-2.694, -0.070, -1.769], [-2.379, -1.407, -2.421], [-2.710, -1.448, -3.886], [-2.825, -0.345, -4.609], [-2.627, 1.003, -3.982], [-2.838, 1.033, -2.493], [-2.248, 1.706, 0.428], [-3.297, 2.267, 1.107], [-3.254, 3.624, 1.496], [-2.155, 4.378, 1.207], [-1.046, 3.825, 0.517], [0.111, 4.599, 0.259], [1.172, 4.030, -0.383], [1.111, 2.685, -0.817], [0.017, 1.864, -0.619], [-1.078, 2.468, 0.094], [-6.310, -2.679, 2.827], [-3.962, -2.806, 3.596], [-2.179, -1.682, 2.306], [-5.081, -0.260, -0.489], [-6.868, -1.418, 0.773], [-2.933, -2.205, -1.901], [-2.734, -2.433, -4.337], [-2.951, -0.377, -5.686], [-3.248, 1.753, -4.474], [-2.875, 2.015, -2.033], [-4.159, 1.663, 1.364], [-4.090, 4.056, 2.034], [-2.105, 5.417, 1.516], [0.141, 5.630, 0.595], [2.072, 4.610, -0.558], [1.991, 2.288, -1.318], [0.239, -5.156, 0.429], [-0.199, -4.351, -1.305], [-1.909, -5.102, -1.112], [-1.099, -3.049, -0.008], [0.404, -6.112, -1.865], [-0.852, -4.320, -3.196], [-1.012, -1.605, -2.292], [3.929, 0.492, -1.186], [4.452, 0.044, 0.018], [5.105, 0.925, 0.889], [5.493, 0.510, 2.151], [5.257, -0.794, 2.570], [4.675, -1.689, 1.686], [4.278, -1.280, 0.421], [5.506, -1.226, 4.285], [6.785, -0.641, 4.662], [5.463, -2.683, 4.323], [4.358, -0.600, 4.948], [3.504, -0.187, -1.804], [4.391, 1.265, -1.631], [5.262, 1.954, 0.580], [5.967, 1.200, 2.838], [4.520, -2.711, 2.011], [3.800, -1.976, -0.259], [1.823, 0.364, 2.619], [1.430, -1.034, 2.480], [1.479, -1.845, 3.686], [1.149, -1.566, 1.307], [1.245, -0.932, 0.237], [2.791, 0.419, 3.117], [1.083, 0.879, 3.236], [1.862, 0.825, 1.636], [0.774, -1.452, 4.422], [2.481, -1.804, 4.117], [1.213, -2.873, 3.442], [0.821, -2.609, 1.317], [0.852, 2.568, -5.003], [0.816, 1.668, -3.884], [-0.296, 1.126, -3.472], [-1.288, 1.556, -4.236], [1.908, 2.745, -5.181], [0.345, 3.497, -4.744], [0.383, 2.117, -5.875], [1.863, -0.864, -2.527]]}